Entry 1:
Molecular formula: C31H23N4OS5Y
Method: DFT, ωB97M-V/def2-TZVPD

Summary:
* calculated total energy: -95744.2787 eV
* relative energy (zero: lowest compared OMol25 entry of this formula, charge and spin): 255.9 kJ/mol
* net charge: -2

Element x y z (Å)
Y  12.20  9.87  15.15
S  12.04  11.82  17.04
S  12.90  11.64  19.73
S  14.62  11.75  21.97
S  15.16  9.91  19.48
S  14.82  9.09  16.76
O  16.08  9.51  14.37
N  5.32  11.54  7.38
N  11.76  7.83  14.00
N  11.26  11.19  13.53
N  10.35  11.80  11.69
C  10.67  8.57  17.97
C  13.30  11.16  18.09
C  10.13  6.29  12.39
C  6.27  11.49  8.01
C  9.50  11.87  10.55
C  9.84  7.62  18.64
C  14.37  11.08  20.50
C  11.86  6.49  10.58
C  16.46  8.13  14.57
C  15.34  10.01  15.33
C  9.30  6.57  17.96
C  13.52  8.01  12.28
C  11.38  6.79  11.89
C  9.45  6.52  16.59
C  10.41  10.83  12.58
C  10.35  7.37  15.95
C  11.79  12.48  13.16
C  8.84  13.08  10.19
C  13.95  7.67  11.03
C  12.21  7.62  12.68
C  7.46  11.69  8.70
C  11.19  12.87  12.04
C  9.09  10.58  10.05
C  14.31  10.28  18.02
C  8.17  10.51  9.06
C  14.88  11.37  15.11
C  10.95  8.48  16.64
C  7.78  12.98  9.29
C  10.68  7.28  14.54
C  9.77  6.55  13.70
C  13.10  6.94  10.18
H  8.95  5.77  15.98
H  15.12  12.01  16.00
H  14.23  8.52  12.93
H  11.27  5.88  9.87
H  9.08  14.09  10.56
H  9.73  7.71  19.70
H  16.86  7.77  13.57
H  15.41  11.74  14.25
H  9.84  9.93  12.49
H  8.82  6.08  14.07
H  14.97  7.87  10.73
H  11.28  13.80  11.47
H  13.78  11.55  14.97
H  13.45  6.67  9.18
H  9.66  9.67  10.34
H  8.72  5.82  18.45
H  17.25  8.15  15.33
H  7.90  9.57  8.59
H  12.69  12.90  13.63
H  15.60  7.58  14.91
H  11.11  9.32  18.62
H  9.48  5.64  11.80
H  7.35  13.85  8.77

Here are the natural (NBO) charges for atoms 1 to 6, given in e:
1 Y 1.801
2 S -0.372
3 S 0.457
4 S -0.152
5 S 0.459
6 S 0.239

Entry 2:
Molecular formula: C33H41N7P2S2Ti
Method: DFT, ωB97M-V/def2-TZVPD

Summary:
* calculated total energy: -108645.1837 eV
* relative energy (zero: lowest compared OMol25 entry of this formula, charge and spin): 145.9 kJ/mol
* net charge: +4

Element x y z (Å)
Ti  -0.19  -0.11  1.04
S  1.78  1.12  1.59
S  -1.19  1.77  2.41
P  0.81  -0.42  -1.37
P  -0.84  1.65  -0.87
N  1.51  -2.01  1.09
N  -0.40  -0.95  3.16
N  0.33  1.07  -1.95
N  4.22  -0.06  2.00
N  -2.27  -0.79  1.09
N  4.86  -1.26  1.99
N  2.73  -1.48  1.53
C  0.82  3.85  -0.85
C  0.15  -1.99  -3.57
C  -1.76  -1.53  3.39
C  -4.13  0.17  -2.71
C  2.94  -0.15  1.71
C  -1.05  5.51  0.37
C  -4.91  1.30  -2.94
C  -0.44  3.35  -0.50
C  -2.45  1.54  -1.66
C  3.96  -2.14  1.70
C  -0.71  -2.74  -1.44
C  -2.91  0.28  -2.07
C  -2.97  1.31  2.36
C  2.57  -0.60  -1.62
C  -1.22  -3.97  -3.44
C  4.48  -2.00  -2.06
C  -1.33  -3.82  -2.06
C  -0.49  -3.06  -4.19
C  -3.31  0.27  1.31
C  3.41  0.51  -1.51
C  1.13  5.17  -0.59
C  0.20  6.00  0.02
C  4.77  0.37  -1.70
C  -0.72  1.33  4.12
C  -3.22  2.68  -1.90
C  -4.45  2.55  -2.54
C  -1.37  4.19  0.11
C  4.15  -3.60  1.58
C  5.31  -0.89  -1.97
C  0.00  -0.01  4.24
C  0.03  -1.82  -2.19
C  3.11  -1.86  -1.89
C  -2.36  -1.93  2.06
H  5.42  1.23  -1.66
H  -1.78  6.17  0.82
H  3.83  -3.96  0.60
H  -4.48  -0.80  -3.05
H  -1.89  -4.54  -1.48
H  0.26  -1.73  3.24
H  -0.22  -0.46  5.22
H  0.44  1.41  -2.90
H  5.21  -3.81  1.69
H  -2.37  3.83  0.36
H  -3.40  -2.24  2.18
H  -2.87  3.66  -1.63
H  4.75  0.79  2.20
H  3.61  -4.14  2.35
H  -0.80  -2.64  -0.36
H  0.73  -1.30  -4.17
H  2.47  -2.73  -2.04
H  -3.53  2.23  2.15
H  -1.64  1.37  4.70
H  -3.24  1.01  3.37
H  -0.40  -3.19  -5.26
H  -1.70  -4.81  -3.93
H  -2.30  -0.61  -1.95
H  -4.26  -0.21  1.57
H  1.28  -2.80  1.69
H  -2.37  -0.77  3.88
H  -0.09  2.13  4.48
H  6.38  -1.00  -2.12
H  1.07  0.13  4.18
H  -5.86  1.21  -3.43
H  -2.49  -1.17  0.17
H  -1.71  -2.38  4.07
H  -3.46  0.75  0.34
H  4.90  -2.97  -2.30
H  -1.82  -2.79  1.64
H  1.55  3.22  -1.34
H  -5.04  3.43  -2.75
H  0.44  7.04  0.20
H  1.68  -2.42  0.16
H  2.10  5.56  -0.89
H  3.00  1.50  -1.31

Here are the Mulliken charges for atoms 1 to 6, given in e:
1 Ti -0.640
2 S -0.269
3 S 0.298
4 P -0.109
5 P 1.914
6 N -0.895

Entry 3:
Molecular formula: C40H47N7OPReS2Sb
Method: DFT, ωB97M-V/def2-TZVPD

Summary:
* 2S+1: 2
* calculated total energy: -94312.4094 eV
* relative energy (zero: lowest compared OMol25 entry of this formula, charge and spin): 0.0 kJ/mol
* net charge: +4

Element x y z (Å)
Re  -0.09  -0.07  -0.05
Sb  -1.56  -0.17  2.63
S  -1.40  -4.47  0.49
S  2.79  -4.62  -1.73
P  1.33  0.36  -2.19
O  -2.09  0.61  -0.68
N  3.58  -1.57  1.68
N  1.70  -0.59  1.01
N  -0.86  -2.05  -0.13
N  0.56  2.11  0.17
N  1.49  -2.48  -1.19
N  -3.10  2.10  -2.10
N  -4.27  0.30  -1.22
C  4.07  -0.15  3.70
C  -2.13  1.68  3.59
C  -3.39  -1.28  2.90
C  3.16  -1.38  -3.39
C  1.66  1.13  2.92
C  2.59  -1.57  0.77
C  1.29  2.82  -0.88
C  1.72  2.14  -2.00
C  2.96  -0.38  -2.44
C  2.38  1.54  4.02
C  -3.13  1.00  -1.32
C  -5.22  1.46  -3.14
C  -1.59  0.07  -5.03
C  2.49  -2.56  -0.26
C  2.74  4.17  -2.81
C  1.58  4.17  -0.71
C  0.49  0.37  -6.18
C  -0.71  -2.95  0.82
C  2.16  0.06  2.16
C  -4.28  2.60  -2.80
C  3.36  -0.56  2.57
C  3.31  -3.67  -0.42
C  5.30  -0.45  -1.90
C  -1.92  -3.86  -1.02
C  0.46  0.23  -3.78
C  -0.46  -1.14  4.21
C  2.46  2.82  -2.97
C  -5.51  0.69  -1.86
C  1.53  -3.48  -2.01
C  5.50  -1.43  -2.86
C  -4.37  -0.87  -0.39
C  -0.92  0.07  -3.82
C  2.31  4.84  -1.68
C  4.04  0.08  -1.68
C  1.17  0.37  -4.97
C  -1.93  2.92  -2.21
C  -1.55  -2.57  -1.19
C  4.42  -1.88  -3.62
C  -0.89  0.23  -6.22
C  3.56  0.91  4.42
H  -5.23  -0.78  0.28
H  -3.42  -1.53  3.95
H  -1.47  -0.06  -2.90
H  -1.05  2.37  -1.87
H  -2.46  -4.49  -1.71
H  2.81  2.30  -3.85
H  2.54  5.89  -1.55
H  -2.05  3.84  -1.63
H  -0.39  -2.21  4.02
H  -6.09  -0.21  -2.07
H  6.15  -0.07  -1.34
H  4.58  -2.61  -4.40
H  -1.40  0.23  -7.16
H  -4.77  0.80  -3.88
H  -2.66  -0.05  -5.06
H  -6.10  1.31  -1.17
H  0.53  -0.73  4.35
H  2.01  2.37  4.61
H  -2.71  2.31  2.92
H  0.84  -3.60  -2.82
H  1.26  4.70  0.18
H  -0.28  2.66  0.39
H  4.97  -0.66  4.01
H  -3.44  -2.19  2.31
H  -3.94  3.11  -3.70
H  3.31  4.69  -3.57
H  3.90  0.87  -0.96
H  1.16  2.18  1.00
H  -2.75  1.38  4.43
H  -1.05  -0.99  5.10
H  -1.27  2.22  3.96
H  4.07  1.26  5.30
H  -0.13  -2.77  1.71
H  4.15  -3.97  0.16
H  2.33  -1.73  -3.99
H  -6.15  1.85  -3.56
H  2.24  0.49  -4.97
H  -4.24  -0.64  2.67
H  1.04  0.47  -7.10
H  -1.77  3.20  -3.25
H  -4.53  -1.76  -1.00
H  -3.46  -0.99  0.20
H  4.37  -2.20  1.71
H  6.48  -1.83  -3.04
H  -4.79  3.34  -2.17
H  -1.72  -1.98  -2.06
H  0.71  1.59  2.71

Here are the Mulliken charges for atoms 1 to 6, given in e:
1 Re 1.392
2 Sb 0.866
3 S -0.016
4 S -0.076
5 P 2.307
6 O -0.776

Q: Number 1 is which compound?
A: C31H23N4OS5Y